1.
Molecular formula: C18H36As2AuINO2
Method: DFT, ωB97M-V/def2-TZVPD

Output
relative energy (zero: lowest compared OMol25 entry of this formula, charge and spin): 0.0 kcal per mole
E_LUMO: -12.316 eV
net charge: +3

Geometry as XYZ:
```
61
Properties=species:S:1:pos:R:3:lowdin_charge:R:1
Au 0.80901 0.62246 0.89628 0.92
C 0.00087 -4.46897 -0.10625 -0.13
C -1.15561 -4.32062 0.88873 -0.14
C -1.88873 -3.11873 0.31520 -0.20
O -0.86929 -2.25654 -0.22462 -0.25
C 0.33261 -3.01665 -0.43203 -0.20
H -0.33468 -4.99471 -1.00024 0.13
H 0.85608 -5.00167 0.30186 0.13
H -0.78213 -4.09728 1.89124 0.11
H -1.78547 -5.20458 0.94328 0.13
H -2.49200 -2.56087 1.03537 0.10
H -2.55445 -3.42908 -0.49817 0.13
H 1.10365 -2.63113 0.25238 0.10
H 0.69161 -2.85933 -1.45175 0.12
C -0.18631 3.50911 -1.20932 -0.15
C -1.44072 2.83704 -0.66912 -0.35
As -1.30367 0.88103 -0.59043 1.37
C -1.03073 0.23914 -2.41452 -0.35
C -2.17189 0.70613 -3.31195 -0.10
C -3.07503 0.21529 0.00236 -0.34
C -4.17020 1.26283 -0.11489 -0.12
H -0.34084 4.58756 -1.23974 0.10
H 0.04883 3.17092 -2.21862 0.08
H 0.67474 3.31961 -0.56645 0.04
H -2.29986 3.01545 -1.32208 0.09
H -1.69393 3.20549 0.32533 0.09
H -0.95513 -0.84703 -2.36854 0.08
H -0.06541 0.63301 -2.72470 0.05
H -3.13460 0.29552 -3.00650 0.08
H -1.97694 0.34179 -4.32144 0.11
H -2.24778 1.79226 -3.36121 0.08
H -2.96659 -0.11519 1.03639 0.07
H -3.25525 -0.65993 -0.62296 0.08
H -3.98947 2.12863 0.52085 0.08
H -5.10523 0.80993 0.22029 0.11
H -4.32628 1.59205 -1.14170 0.08
I 2.23189 2.39624 3.15999 1.05
C 0.95067 0.86798 3.83044 -0.74
C 0.84288 0.54464 5.16484 -0.07
C -0.03727 -0.47000 5.52789 0.03
C -0.78234 -1.11409 4.54586 0.01
C -0.60427 -0.74153 3.23118 -0.09
N 0.25303 0.23302 2.87853 -0.17
H 1.44142 1.05772 5.90447 0.13
H -0.13465 -0.75410 6.56778 0.14
H -1.48126 -1.89912 4.79618 0.14
H -1.13647 -1.22285 2.41981 0.10
C 3.54468 2.94562 -1.55995 -0.17
As 3.23002 1.05550 -1.40430 1.07
C 4.36624 0.24323 -0.08517 -0.18
C 3.50239 0.20489 -3.10473 -0.16
O 1.58508 0.75952 -0.99808 -0.70
H 4.58135 3.09354 -1.86509 0.07
H 3.37725 3.44792 -0.60874 0.05
H 2.88507 3.36091 -2.31995 0.06
H 5.40525 0.37512 -0.38885 0.07
H 4.14765 -0.82236 -0.02812 0.06
H 4.21737 0.71526 0.88549 0.01
H 4.53514 0.38526 -3.40567 0.07
H 2.82656 0.62065 -3.84950 0.06
H 3.33315 -0.86587 -3.00666 0.06
```

2.
Molecular formula: C7H9O7PPb
Method: DFT, ωB97M-V/def2-TZVPD

Output
E_LUMO: -11.968 eV
net charge: +2

Geometry as XYZ:
```
25
Properties=species:S:1:pos:R:3:lowdin_charge:R:1
C 1.90252 -0.39100 1.27962 -0.06
C 2.37805 -0.56392 -0.21502 -0.18
C 1.71762 0.42640 -1.19847 -0.10
O 0.23818 0.20795 -1.37101 -0.42
C -0.51472 0.99489 -0.44149 -0.27
C -1.38495 0.35917 0.39797 0.00
P -1.83950 -1.46037 0.60647 0.53
O -1.98514 -1.81040 1.99587 -0.14
O -0.66643 -2.37154 -0.12040 -0.11
O -3.20858 -1.71544 -0.29875 -0.09
C -1.96631 1.53305 1.28115 -0.37
O -2.75639 1.49388 2.09763 0.32
O -1.27481 2.68402 0.87289 0.18
C -0.43902 2.53435 -0.20242 -0.39
O 0.16918 3.32787 -0.76944 0.28
H 1.61197 0.66196 1.51066 0.09
H 0.96720 -0.98543 1.42157 0.06
H 2.65308 -0.76108 2.00462 0.10
H 3.46891 -0.32832 -0.22592 0.14
H 2.24166 -1.62848 -0.50883 0.12
H 1.97317 1.47730 -0.95588 0.15
H 2.15572 0.23317 -2.20631 0.15
H -1.02845 -2.70179 -0.96496 0.08
H -3.05223 -1.27858 -1.15295 -0.01
Pb -1.36073 0.06234 -2.83659 1.92
```

3.
Molecular formula: C8H18N4O
Method: DFT, ωB97M-V/def2-TZVPD

Output
relative energy (zero: lowest compared OMol25 entry of this formula, charge and spin): 77.7 kcal per mole
E_LUMO: 0.744 eV
SMILES string: NC(=O)CCCCCCN=C(N)N

Geometry as XYZ:
```
31
Properties=species:S:1:pos:R:3:lowdin_charge:R:1
N 0.13978 -2.01298 1.40534 0.10
C -0.71222 -1.74017 0.34014 -0.59
O -0.42075 -2.08642 -0.78096 0.04
C -1.91024 -0.94631 0.55208 -0.17
C -2.64234 -0.38267 -0.62639 -0.19
C -1.74186 0.74096 -1.12335 -0.29
C -1.61702 1.96226 -0.33896 -0.24
C -0.70980 2.12457 0.87730 -0.22
C 0.68744 1.69635 0.62898 -0.30
N 0.91605 0.37449 0.23388 0.05
C 2.09328 0.11422 -0.19823 -0.57
N 2.43534 -1.10217 -0.88289 0.07
N 3.21410 0.90422 -0.19242 0.08
H -0.17410 -1.72031 2.47556 0.18
H 1.15986 -2.08529 1.38730 0.08
H -2.71408 -1.56496 1.11834 0.16
H -1.61504 -0.15086 1.15844 0.06
H -2.66902 -1.10318 -1.50309 0.13
H -3.67402 0.07457 -0.44870 0.14
H -0.63924 0.42025 -1.51389 0.17
H -2.23088 1.04684 -2.03625 0.10
H -1.28616 2.65243 -1.14034 0.12
H -2.67650 2.31236 -0.00735 0.14
H -1.12295 1.66222 1.90286 0.14
H -0.62240 3.10776 1.43197 0.12
H 1.07247 2.26559 -0.25907 0.12
H 1.24520 2.06310 1.45001 0.10
H 1.47997 -1.62094 -0.66162 0.08
H 3.23870 -1.62021 -0.42908 0.10
H 3.93834 0.43262 -0.88791 0.14
H 3.03556 1.95917 -0.40626 0.12
```

4.
Molecular formula: C24H38N3O2PPtSi
Method: DFT, ωB97M-V/def2-TZVPD

Output
E_LUMO (alpha / beta): 0.385 / -0.874 eV
multiplicity: 5

Geometry as XYZ:
```
70
Properties=species:S:1:pos:R:3:lowdin_spin:R:1
Pt -0.25060 -0.14533 -0.43441 1.35
Si -2.19803 -1.28929 -0.85633 0.24
P 0.60451 -0.50592 -2.49267 0.16
N -0.57040 1.75646 -0.64720 0.99
H 1.10359 -2.15669 1.94846 0.00
C 2.35486 -0.05528 -2.54930 0.04
H 2.75510 -0.23894 -3.55314 0.01
H 2.90996 -0.65001 -1.81459 0.00
H 2.47048 1.00616 -2.30327 0.00
C 0.57845 -2.25935 -2.96244 0.03
H 1.04548 -2.34723 -3.95260 0.01
H -0.44640 -2.64410 -3.00840 0.00
H 1.15826 -2.83202 -2.22493 0.00
C -0.21625 0.45956 -3.78920 0.01
H 0.14011 0.11396 -4.77017 0.00
H 0.03873 1.51908 -3.65256 0.00
H -1.30301 0.33866 -3.72102 0.00
C -1.96461 -3.03771 -0.20658 0.08
H -1.58991 -3.02876 0.82375 0.00
H -1.27627 -3.60594 -0.84161 0.00
H -2.95018 -3.52074 -0.22484 0.01
H -3.34433 -0.65273 -0.13835 0.03
H -2.50440 -1.34872 -2.32017 0.02
C -1.23575 2.83888 -0.90656 0.11
C -1.15996 5.30164 -1.02810 -0.01
C -0.55982 4.10576 -0.70322 0.17
C -2.59526 2.90448 -1.41978 0.17
C -3.16477 4.11910 -1.74345 -0.01
C -2.45760 5.31888 -1.56339 0.18
H -0.61665 6.23317 -0.86990 0.00
H 0.45781 4.04805 -0.30665 0.01
H -3.13367 1.96156 -1.55412 0.01
H -4.17776 4.15473 -2.14466 0.00
H -2.91772 6.26775 -1.84157 0.01
C 1.88843 -2.27461 1.17582 0.01
O 1.59649 -1.39177 0.11831 0.22
C 3.23616 -1.92464 1.80984 0.00
H 3.81744 -2.83463 2.00427 0.00
H 3.07062 -1.42129 2.76962 0.00
H 3.83133 -1.26990 1.16210 0.00
C 1.89823 -3.72941 0.72498 0.01
H 2.68267 -3.87334 -0.02957 0.00
H 0.93871 -4.03711 0.30119 0.00
H 2.12603 -4.37810 1.57939 0.00
C 0.19345 1.00553 6.18876 0.00
N 0.21453 0.95411 4.74045 0.00
N -0.77843 0.44813 3.96812 0.00
C -0.31895 0.39051 2.66241 0.01
O -1.00291 -0.12935 1.72458 0.09
C 0.99628 0.92666 2.68515 0.00
C 1.30042 1.22261 3.98768 0.00
C 2.55981 1.71647 4.58176 0.00
C -2.09855 0.15586 4.42603 0.00
C -2.71817 0.97011 5.38279 0.00
C -4.01318 0.66661 5.82030 0.00
C -4.71945 -0.39142 5.23825 0.00
C -4.11712 -1.17867 4.24725 0.00
C -2.79951 -0.91634 3.85176 0.00
H 0.26622 2.04753 6.53406 0.00
H 1.05420 0.44626 6.58102 0.00
H -0.71260 0.56331 6.60123 0.00
H 1.61394 1.02963 1.81126 0.00
H 2.43703 2.69035 5.07326 0.00
H 2.99466 1.02211 5.31434 0.00
H 3.29492 1.84955 3.78037 0.00
H -2.19725 1.83477 5.79180 0.00
H -4.46177 1.27190 6.60718 0.00
H -5.74502 -0.59996 5.55297 0.00
H -4.67148 -1.99201 3.77851 0.00
H -2.31773 -1.52944 3.09027 0.00
```